ORCA calculation (ωB97M-V/def2-TZVPD) on C25H31AuN5O5PS2 as an isolated structure.

Geometry as ORCA input:
```
! RIJCOSX wB97M-V def2-TZVPD def2/J DEFGRID3
* xyz 0 1
Au 0.03611 0.14597 -1.51776
C -1.32127 -3.73129 -3.64645
C -2.62313 -3.96616 -3.24020
C -3.34082 -2.93641 -2.66022
C -2.73323 -1.69266 -2.50191
N -1.47231 -1.47732 -2.86968
C -0.78896 -2.47147 -3.43097
C -3.47449 -0.54675 -1.90705
C -4.86583 -0.49300 -1.95694
C -5.51729 0.59181 -1.39637
C -4.76629 1.59416 -0.80806
C -3.38693 1.46231 -0.81668
N -2.75468 0.42250 -1.34928
H -0.72354 -4.50467 -4.10846
H -3.07427 -4.94179 -3.36701
H -4.34986 -3.10403 -2.31201
H 0.23535 -2.24679 -3.70725
H -5.43164 -1.27064 -2.44953
H -6.59705 0.65604 -1.42941
H -5.23109 2.46155 -0.36057
H -2.75444 2.22629 -0.37451
N 1.94675 2.91427 5.19665
C 2.38250 2.70503 3.89156
C 2.87550 1.45928 3.49900
C 3.35118 1.26708 2.21387
C 3.35409 2.31437 1.30442
C 2.87441 3.56034 1.68751
C 2.38665 3.75406 2.96708
S 3.93533 2.05194 -0.35079
O 4.43824 3.32149 -0.82985
O 4.83160 0.92527 -0.28068
N 2.63702 1.59450 -1.13280
C 1.89694 2.40290 -1.86434
S 2.25774 4.04182 -2.37995
C 0.74787 4.11078 -3.23492
C 0.08457 2.94892 -3.10884
N 0.71623 1.99610 -2.34149
H 1.66645 2.08947 5.70111
H 1.31606 3.68717 5.33101
H 2.88383 0.63917 4.20816
H 3.72725 0.29953 1.90791
H 2.90043 4.37833 0.97812
H 2.02411 4.73033 3.26828
H 0.44999 4.98692 -3.78535
H -0.87434 2.71019 -3.54432
C -1.47471 1.24504 2.73173
C -0.35075 0.96892 1.76463
O -0.19255 -0.45920 1.64996
P 0.22886 -1.15072 0.27176
O 1.69140 -1.66564 0.65484
C 2.64943 -1.87466 -0.42174
C 3.93188 -2.37423 0.19031
O -0.67673 -2.46526 0.26523
C -0.71127 -3.35825 1.39688
C -1.52380 -4.56891 1.00529
H -1.59965 2.32257 2.85224
H -1.25445 0.81381 3.70923
H -2.41360 0.81953 2.37139
H 0.59200 1.39312 2.11419
H -0.56009 1.38873 0.77803
H 2.80203 -0.92281 -0.93279
H 2.23904 -2.60443 -1.12645
H 4.35232 -1.62303 0.85783
H 4.66167 -2.55422 -0.59961
H 3.77210 -3.30312 0.74001
H -1.15868 -2.83558 2.24317
H 0.30906 -3.63507 1.66713
H -2.53710 -4.27547 0.72836
H -1.58210 -5.26741 1.84080
H -1.06905 -5.08061 0.15654
*
```

As for the HOMO energy: -7.2 eV. The value obtained for the frontier orbital gap is 7.03 eV. The energy relative to the best compared isomer or geometry (same formula, charge and spin) comes out at 0.0 kcal/mol. The LUMO energy comes out at -0.177 eV.

Atom charges from the natural (NBO) analysis, given in e for atoms 1 to 4: 0.58, -0.25, -0.16, -0.23

=====

ORCA calculation (ωB97M-V/def2-TZVPD) on C25H31ClMnN2O as an isolated structure in a non-equilibrium geometry.

Geometry as ORCA input:
```
! RIJCOSX wB97M-V def2-TZVPD def2/J DEFGRID3
* xyz 2 4
C -0.04155 0.35638 -6.27162
C 1.36766 0.90371 -6.48876
C -0.23486 -0.98422 -6.97657
C -1.10889 1.36811 -6.68396
Cl -0.23191 0.06077 -4.44846
H -0.15290 -0.84475 -8.05984
H -1.22907 -1.39694 -6.76822
H 0.54063 -1.69854 -6.67555
H 1.52529 1.11056 -7.55245
H 2.12201 0.17086 -6.17760
H 1.50849 1.84333 -5.94144
H -1.03282 1.56242 -7.75863
H -0.96440 2.32299 -6.16512
H -2.11600 0.98068 -6.48854
C 0.96221 -1.55217 -0.10781
C 0.52368 -2.53354 -1.07041
C 0.88433 -2.08107 -2.38416
H 0.07725 -3.50468 -0.82780
C 1.62700 -0.85080 -2.23428
C 1.63462 -0.49887 -0.83178
H 2.10598 0.38817 -0.39227
H 0.90167 -1.65212 0.97696
H 0.73771 -2.62954 -3.32270
H 2.13447 -0.30971 -3.03809
C -1.93237 0.75462 -0.80745
C -1.91986 -0.42294 0.01100
C -2.13531 -1.56779 -0.84563
H -1.89344 -0.43825 1.10456
C -2.25035 -1.09539 -2.20705
C -2.14632 0.35310 -2.17415
H -2.25308 1.02333 -3.03294
H -1.88121 1.78309 -0.43894
H -2.26223 -2.59731 -0.50363
H -2.46050 -1.70551 -3.09386
Mn -0.37298 -0.64325 -1.47488
C 1.34749 0.96110 6.22783
N 1.45841 1.17146 4.79756
N 0.52731 0.77677 3.91777
C 0.89495 1.20032 2.62675
O 0.14783 1.10334 1.64307
C 2.19009 1.79482 2.82124
C 2.46689 1.80822 4.16152
C 3.64644 2.34585 4.88792
C -0.63537 0.02209 4.27494
C -1.64029 0.55584 5.09548
C -2.74981 -0.22325 5.41825
C -2.88430 -1.52445 4.91801
C -1.87692 -2.04643 4.09243
C -0.76936 -1.27057 3.75432
H 2.03035 0.16735 6.57195
H 0.32020 0.68224 6.47908
H 1.60269 1.89726 6.75016
H 2.79060 2.18649 2.02706
H 3.38794 3.14379 5.60041
H 4.17633 1.56668 5.45662
H 4.35796 2.77992 4.17266
H -1.55599 1.58153 5.45849
H -3.53689 0.18468 6.05075
H -3.77141 -2.11931 5.15432
H -1.96529 -3.05713 3.69697
H 0.00724 -1.66335 3.09651
*
```

As for the HOMO energy (spin up / spin down): -12.6 / -12.6 eV. The value obtained for the frontier orbital gap (spin up / spin down) is 4.02 / 4.04 eV. The LUMO energy (spin up / spin down) comes out at -8.578 / -8.539 eV.

Atom charges from the natural (NBO) analysis, given in e for atoms 1 to 4: 0.11, -0.65, -0.64, -0.65

=====

ORCA calculation (ωB97M-V/def2-TZVPD) on C25H31F4N3O2Zr as an isolated structure in a non-equilibrium geometry.

Geometry as ORCA input:
```
! RIJCOSX wB97M-V def2-TZVPD def2/J DEFGRID3
* xyz 2 1
Zr -0.06881 -0.22842 0.32718
C -1.90354 -2.88315 2.09662
C -2.00384 -1.39613 1.91386
C -1.33450 -0.51196 2.76273
C -1.45437 0.88336 2.63071
C -0.82050 1.80919 3.62075
C -2.23646 1.38368 1.58835
C -2.97971 0.53414 0.75819
C -3.95184 1.11062 -0.22079
C -2.80963 -0.84480 0.90062
H -2.66579 -3.20644 2.80865
H -0.93273 -3.17458 2.49476
H -2.08292 -3.41621 1.16358
H -0.71164 -0.91556 3.55327
H -1.59011 2.15045 4.31714
H -0.39468 2.69019 3.14337
H -0.05407 1.30771 4.20965
H -2.31763 2.45698 1.45538
H -4.83694 1.44425 0.32658
H -4.27536 0.37668 -0.95652
H -3.53921 1.98520 -0.72416
H -3.34611 -1.51705 0.24047
C 4.38672 0.24869 -1.43623
C 3.23241 0.06039 -0.46107
N 1.84880 0.20710 -1.03442
C 1.75315 -0.61180 -2.28817
C 2.02401 -2.08710 -2.04185
C 1.60572 1.65311 -1.32068
C 0.20893 1.86081 -1.90360
N -0.69291 0.86035 -1.31605
C -1.64752 0.30432 -2.16573
C -1.85516 -1.06615 -2.09624
F -1.02939 -1.75143 -1.19194
C -2.77041 -1.75836 -2.85691
F -2.89597 -3.06895 -2.69908
C -3.53043 -1.05957 -3.77439
C -3.33646 0.30778 -3.88770
F -4.06307 1.00456 -4.74263
C -2.41681 0.98908 -3.10181
F -2.31370 2.31435 -3.18896
H 5.31231 0.24496 -0.86113
H 4.46318 -0.55230 -2.16886
H 4.34470 1.20250 -1.96053
H 3.29509 -0.92844 -0.00716
H 3.32486 0.80869 0.32265
H 0.76220 -0.47410 -2.71280
H 2.46071 -0.20617 -3.01327
H 1.45810 -2.47962 -1.19246
H 1.73177 -2.66224 -2.91923
H 3.07667 -2.29056 -1.85399
H 1.74796 2.20872 -0.38977
H 2.33531 2.02327 -2.04265
H -0.12850 2.87472 -1.68727
H 0.22762 1.75387 -2.98909
H -4.25807 -1.56697 -4.39324
O 2.07662 2.65847 2.32585
C 2.16288 1.48155 2.49639
C 3.08152 0.70537 3.42847
C 2.83953 -0.77281 3.09935
C 1.76642 -0.69818 2.06218
O 1.23295 -1.65031 1.40065
N 1.34999 0.53854 1.79931
H 2.83365 0.96428 4.45817
H 4.10713 1.03024 3.26031
H 2.48917 -1.36847 3.94422
H 3.70871 -1.29035 2.69098
*
```

As for the HOMO energy: -14.8 eV. The value obtained for the frontier orbital gap is 7.35 eV. The energy relative to the best compared isomer or geometry (same formula, charge and spin) comes out at 2.2 kcal/mol. The LUMO energy comes out at -7.448 eV.

Atom charges from the natural (NBO) analysis, given in e for atoms 1 to 4: 2.41, -0.65, -0.06, -0.23

=====

ORCA calculation (ωB97M-V/def2-TZVPD) on C25H31GeN2O3Pt as an isolated structure.

Geometry as ORCA input:
```
! RIJCOSX wB97M-V def2-TZVPD def2/J DEFGRID3
* xyz 4 6
Pt 0.08856 0.69062 -0.46724
C 1.97001 2.13725 -5.22507
N 1.42232 1.04220 -4.39578
C 1.38914 -0.29005 -5.02803
C 0.97950 1.24652 -3.19437
O 0.50483 0.28310 -2.47323
C 1.04395 2.64560 -2.59685
O 0.29603 2.69450 -1.36471
C -0.94614 3.43945 -1.36231
C -2.10689 2.54364 -0.94649
O -1.85018 1.40265 -0.39172
N -3.33239 2.93842 -1.10494
C -4.47129 2.08995 -0.71008
C -3.71536 4.27714 -1.59248
H 2.53957 1.68757 -6.03280
H 2.64234 2.76927 -4.64878
H 1.16230 2.72767 -5.65746
H 2.41234 -0.63161 -5.17704
H 0.90039 -0.19301 -5.99570
H 0.84211 -0.98741 -4.40575
H 0.66070 3.39365 -3.29034
H 2.07683 2.90533 -2.35921
H -1.11270 3.85538 -2.35428
H -0.83201 4.25855 -0.65062
H -4.15331 1.05907 -0.61214
H -5.23195 2.17496 -1.48278
H -4.87888 2.45297 0.23272
H -2.85334 4.89523 -1.81749
H -4.30049 4.76782 -0.81598
H -4.32973 4.16438 -2.48376
C 2.64132 -1.84332 0.06468
Ge 1.28617 -0.89947 1.08317
C 2.16762 -0.18793 2.74370
C 3.48290 -0.64065 3.02710
C 4.20357 -0.07407 4.04232
C 3.58761 0.90747 4.88363
C 2.26949 1.36620 4.61642
C 1.56387 0.79314 3.60088
C -0.35609 -1.85973 1.70249
C -1.31157 -1.05240 2.32835
C -2.46097 -1.57588 2.90898
C -2.69572 -2.94487 2.86142
C -1.78271 -3.78436 2.21947
C -2.03202 -5.18574 2.16926
C -1.14168 -6.06888 1.53794
C 0.00542 -5.56606 0.96518
C 0.27670 -4.18870 1.01252
C -0.60415 -3.25681 1.62282
H 3.03963 -2.66076 0.66865
H 3.45800 -1.16555 -0.18332
H 2.22728 -2.23670 -0.86226
H 3.94775 -1.40678 2.42154
H 5.23000 -0.36488 4.22889
H 4.11290 1.25945 5.76523
H 1.83341 2.13265 5.24352
H 0.53999 1.10182 3.43730
H -1.16621 0.02109 2.38154
H -3.16752 -0.92372 3.40525
H -3.58365 -3.36270 3.32047
H -2.93266 -5.57289 2.63265
H -1.36108 -7.12820 1.50844
H 0.70890 -6.22969 0.47959
H 1.19724 -3.84190 0.56691
*
```

As for the HOMO energy (spin up / spin down): -19.6 / -20.3 eV. The value obtained for the frontier orbital gap (spin up / spin down) is 8.45 / 5.45 eV. The LUMO energy (spin up / spin down) comes out at -11.123 / -14.898 eV.

Atom charges from the natural (NBO) analysis, given in e for atoms 1 to 4: 1.21, -0.44, -0.29, -0.43

=====

Q: Number 1 is which compound?
A: C25H31AuN5O5PS2